Density functional theory data (ωB97M-V with the def2-TZVPD basis set) for a cluster of 11 separate species, C30H73N10O31P2S in total.

Output
E_HOMO ... -4.86 eV
E_LUMO ... 0.0365 Ha
Molecular weight ... 1163.97 g mol⁻¹
Multiplicity ... 1
Net charge ... -1
Kohn-Sham gap ... 5.86 eV

Each line ends with the Löwdin charge.
Cartesian coordinates (Å):
C (5.49268, 1.99398, 0.37674)  -0.13
C (4.47576, 0.93120, 0.76879)  -0.25
C (4.14476, -0.03102, -0.38553)  -0.20
C (2.83344, 0.33241, -1.10424)  -0.26
C (1.58687, -0.30444, -0.47973)  -0.25
P (0.16204, 0.94063, -0.07088)  0.66
C (0.08797, 1.52666, -1.92805)  -0.20
C (0.00923, 0.42444, -2.89559)  -0.34
O (-0.96333, 0.12763, -3.56351)  -0.01
C (-1.08051, 2.33903, 0.40268)  -0.25
C (-2.50038, 2.33117, -0.15431)  -0.22
C (-3.46313, 3.32072, 0.51029)  -0.26
O (-4.38459, 3.88778, -0.42049)  -0.11
O (-1.07246, -0.22306, -0.40667)  -0.24
C (-1.39182, -1.16237, 0.58538)  -0.29
C (-2.90349, -1.31529, 0.64693)  -0.12
C (-3.51348, -1.50067, -0.73458)  -0.18
O (-4.75378, -2.21015, -0.66557)  -0.18
C (-5.81265, -1.38943, -0.20649)  -0.27
C (-7.05743, -2.24861, -0.01307)  -0.06
C (-0.68737, -0.74290, 1.91292)  -0.46
C (0.21376, -1.84202, 2.55629)  -0.11
C (0.69260, -3.00785, 1.68310)  -0.21
C (2.06019, -3.50260, 2.15139)  -0.23
S (2.85516, -4.57853, 1.00192)  0.57
O (3.16040, -3.88663, -0.20708)  -0.27
O (3.87145, -5.32648, 1.66581)  -0.28
O (1.63466, -5.56491, 0.69142)  -0.16
C (-1.64172, -0.18694, 3.00918)  -0.12
P (-2.88586, -1.16723, 3.88432)  0.43
O (-4.26973, -0.75557, 3.66732)  -0.27
O (-2.59939, -2.71675, 3.52402)  -0.14
O (-2.46253, -1.10728, 5.42768)  -0.14
O (0.14804, 0.33433, 1.60927)  -0.27
H (5.06904, 2.70257, -0.34050)  0.07
H (6.38162, 1.56210, -0.07630)  0.03
H (5.82189, 2.57123, 1.24399)  0.07
H (4.83957, 0.38403, 1.64130)  0.07
H (3.54987, 1.42648, 1.07695)  0.10
H (4.08898, -1.05533, -0.01233)  0.09
H (4.96614, -0.01232, -1.10897)  0.10
H (2.92950, 0.04816, -2.15562)  0.09
H (2.72421, 1.42299, -1.05567)  0.08
H (1.24069, -1.15299, -1.07910)  0.07
H (1.88851, -0.71330, 0.48595)  0.07
H (1.21722, 1.85640, 0.31002)  0.04
H (0.98785, 2.11754, -2.11219)  0.08
H (-0.78531, 2.14673, -2.11289)  0.07
H (0.92749, -0.18715, -3.00888)  0.09
H (-0.59228, 3.26455, 0.07169)  0.08
H (-1.12577, 2.39620, 1.49466)  0.07
H (-2.49234, 2.58701, -1.21528)  0.10
H (-2.91855, 1.33234, -0.05639)  0.08
H (-4.01442, 2.80597, 1.31007)  0.11
H (-2.92118, 4.14781, 0.97435)  0.11
H (-4.62529, 3.18151, -1.03307)  0.03
H (-1.00769, -2.13208, 0.24880)  0.13
H (-3.34749, -0.44149, 1.12595)  0.09
H (-3.18093, -2.18106, 1.25226)  0.12
H (-3.68078, -0.53005, -1.20987)  0.12
H (-2.85867, -2.07338, -1.39239)  0.13
H (-5.99762, -0.59621, -0.94346)  0.10
H (-5.53708, -0.89546, 0.72912)  0.12
H (-7.47837, -2.10620, 0.98110)  0.07
H (-6.78986, -3.29857, -0.12054)  0.08
H (-7.83961, -2.01311, -0.73521)  0.06
H (1.08089, -1.28755, 2.92000)  0.12
H (-0.27291, -2.26716, 3.43276)  0.08
H (0.78595, -2.71796, 0.63994)  0.09
H (-0.01609, -3.83228, 1.75849)  0.12
H (2.02618, -4.03530, 3.10024)  0.10
H (2.75642, -2.66233, 2.21154)  0.11
H (1.76122, -5.90666, -0.20656)  0.10
H (-0.96066, 0.20216, 3.76727)  0.11
H (-2.21319, 0.64325, 2.59585)  0.09
H (-2.66321, -3.27025, 4.30970)  0.08
H (-1.55820, -1.44708, 5.55185)  0.02
C (9.72516, -0.03894, -0.12208)  0.04
N (8.62947, -0.23796, 0.86907)  -0.44
O (8.23489, 0.72966, 1.48209)  0.06
O (8.21969, -1.37185, 1.00042)  0.07
H (9.98605, 1.01279, -0.12895)  0.08
H (10.55383, -0.65401, 0.21706)  0.10
H (9.36333, -0.36975, -1.09005)  0.09
C (-5.17642, -3.19847, -3.69781)  0.05
N (-5.74926, -4.42379, -4.31189)  -0.43
O (-6.95413, -4.44273, -4.52659)  0.02
O (-4.99758, -5.33150, -4.57612)  0.08
H (-5.98840, -2.50657, -3.52279)  0.08
H (-4.69017, -3.47316, -2.76603)  0.09
H (-4.45445, -2.79398, -4.40119)  0.11
C (0.39083, -2.58946, -4.64508)  0.04
N (-0.16585, -3.87769, -5.14180)  -0.45
O (-1.35782, -3.94581, -5.35447)  0.06
O (0.61995, -4.79188, -5.30869)  0.04
H (-0.41116, -1.86479, -4.53626)  0.07
H (0.86999, -2.79371, -3.69094)  0.10
H (1.13287, -2.26644, -5.36945)  0.10
C (1.85576, -3.34762, 6.71013)  0.06
N (0.50824, -2.72545, 6.75272)  -0.42
O (-0.26061, -3.03199, 7.63343)  0.10
O (0.27341, -1.91214, 5.87229)  0.04
H (1.94901, -4.00449, 7.56652)  0.10
H (1.93512, -3.88694, 5.77093)  0.10
H (2.57901, -2.53947, 6.71934)  0.07
C (-6.64131, 5.13903, 1.38436)  0.04
N (-7.91967, 5.14497, 2.14715)  -0.45
O (-8.46052, 6.21784, 2.34773)  0.04
O (-8.35166, 4.07580, 2.52000)  0.06
H (-6.40105, 6.16427, 1.13264)  0.10
H (-5.88285, 4.69069, 2.01844)  0.10
H (-6.77296, 4.52389, 0.50130)  0.07
C (4.87787, 0.31327, 6.02220)  0.05
N (4.65415, -0.80827, 5.06918)  -0.43
O (4.84473, -0.60546, 3.89768)  0.10
O (4.28520, -1.87032, 5.54735)  0.03
H (5.19777, 1.17686, 5.45238)  0.10
H (3.93656, 0.49253, 6.53323)  0.10
H (5.63358, -0.01322, 6.73006)  0.10
C (-8.29569, 1.71238, -2.39251)  0.06
N (-7.05924, 2.13993, -1.68457)  -0.43
O (-7.11149, 2.34005, -0.49023)  0.07
O (-6.05724, 2.25429, -2.36501)  0.07
H (-9.09379, 1.64810, -1.66259)  0.10
H (-8.49653, 2.45247, -3.16046)  0.10
H (-8.08333, 0.75630, -2.85999)  0.09
C (9.79627, 3.34524, -3.04385)  0.05
N (8.83698, 2.42737, -2.36747)  -0.44
O (8.30229, 2.81812, -1.35424)  0.08
O (8.65387, 1.34046, -2.88313)  0.05
H (9.84056, 4.26004, -2.46693)  0.05
H (10.75381, 2.83424, -3.08782)  0.10
H (9.41818, 3.51894, -4.04691)  0.10
C (8.92488, 8.08865, -0.53459)  0.05
N (9.38406, 6.75624, -1.01374)  -0.44
O (10.32409, 6.23718, -0.45059)  0.07
O (8.77553, 6.27275, -1.94559)  0.06
H (9.55617, 8.38554, 0.29349)  0.09
H (9.00064, 8.77290, -1.37398)  0.10
H (7.88656, 7.97801, -0.23694)  0.10
C (-8.06347, -2.49729, -6.91114)  0.05
N (-7.62228, -1.37040, -6.04449)  -0.44
O (-8.46402, -0.58750, -5.64655)  0.05
O (-6.44070, -1.31371, -5.78240)  0.06
H (-9.13321, -2.41181, -7.05691)  0.09
H (-7.51496, -2.41352, -7.84465)  0.10
H (-7.78964, -3.41183, -6.39206)  0.07

=====

Density functional theory data (ωB97M-V with the def2-TZVPD basis set) for a structure of composition C13H18N2Pd in a non-equilibrium geometry.

Output
E_HOMO (alpha / beta) ... -6.83 / -7.03 eV
E_LUMO (alpha / beta) ... 0.0271 / -0.0703 Ha
⟨S²⟩ ... 6.09
Molecular weight ... 308.72 g mol⁻¹
Multiplicity ... 5
Net charge ... 0
Kohn-Sham gap (alpha / beta) ... 7.56 / 5.12 eV

Each line ends with the natural charge from an NBO analysis.
Cartesian coordinates (Å):
C (-2.23792, -1.34602, -1.22554)  -0.40
C (-2.61220, -0.90923, 0.08478)  -0.22
C (-1.57939, -1.29959, 0.99268)  -0.37
C (-0.56679, -1.97950, 0.27991)  -0.19
C (-0.92194, -1.99061, -1.10314)  -0.43
Pd (-0.72305, 0.29955, -1.22941)  0.53
N (0.10184, -1.92959, -3.40617)  -0.29
C (-1.41914, 2.00828, -0.72660)  -0.55
C (-2.08508, 2.62743, 0.34207)  -0.38
H (-1.62089, -1.19276, 2.07882)  0.21
H (-3.55193, -0.44180, 0.36269)  0.22
H (0.27057, -2.53195, 0.70319)  0.21
H (-0.52951, -2.69321, -1.84305)  0.26
H (-2.87343, -1.44549, -2.09378)  0.24
H (-3.15284, 2.42115, 0.49768)  0.19
H (-0.41204, 2.42977, -1.09528)  0.21
H (-0.12741, -0.95602, -3.48484)  0.23
H (-1.58733, 3.18685, 1.13574)  0.19
H (-1.99241, 1.89850, -1.76808)  0.23
C (2.56728, -1.08563, -1.32756)  -0.67
C (2.25068, -0.16231, -0.23549)  0.34
C (3.18976, 0.06809, 0.81820)  -0.29
C (2.49283, 0.75184, 1.82337)  -0.25
C (1.14637, 0.93570, 1.36139)  0.33
C (0.14653, 1.44890, 2.30358)  -0.69
N (1.05510, 0.43560, 0.08182)  -0.59
H (2.20615, -2.08882, -1.07728)  0.26
H (3.65988, -1.17148, -1.36355)  0.23
H (2.15950, -0.80176, -2.29747)  0.25
H (4.20325, -0.29921, 0.81285)  0.22
H (2.81222, 1.04321, 2.80636)  0.22
H (0.15469, 0.81979, 3.20573)  0.24
H (0.44927, 2.44527, 2.65581)  0.24
H (-0.87261, 1.50504, 1.93055)  0.26

=====

Density functional theory data (ωB97M-V with the def2-TZVPD basis set) for an isolated molecule of C5H8N2.

Output
E_HOMO ... -6.43 eV
E_LUMO ... 0.0386 Ha
Molecular weight ... 96.13 g mol⁻¹
ΔE to the lowest compared entry with this formula, charge and spin ... 64.0 kcal per mole
Multiplicity ... 1
Net charge ... 0
Kohn-Sham gap ... 7.48 eV

Each line ends with the natural charge from an NBO analysis.
Cartesian coordinates (Å):
C (0.79994, 0.78046, -1.67798)  -0.43
N (0.00442, 0.26515, -0.74134)  -0.24
C (-1.29891, 0.47504, -0.53113)  -0.12
C (-1.63847, 0.14562, 0.87809)  -0.46
C (-0.41153, -0.59916, 1.32077)  -0.28
C (0.51020, -0.53092, 0.36009)  0.33
N (1.76068, -1.11403, 0.23031)  -0.81
H (1.78802, 0.38259, -1.83470)  0.18
H (0.38281, 1.55101, -2.30859)  0.20
H (-1.73668, 1.07168, 1.47123)  0.22
H (-1.87773, 1.04137, -1.24529)  0.20
H (-2.57550, -0.40904, 1.00302)  0.22
H (-0.29309, -1.10199, 2.27176)  0.22
H (2.42392, -0.58472, -0.31694)  0.38
H (2.16191, -1.37307, 1.12069)  0.39

=====

Density functional theory data (ωB97M-V with the def2-TZVPD basis set) for an isolated molecule of C4H5NO in a non-equilibrium geometry.

Output
E_HOMO ... -8.48 eV
E_LUMO ... 0.0323 Ha
Molecular weight ... 83.09 g mol⁻¹
ΔE to the lowest compared entry with this formula, charge and spin ... 98.8 kcal per mole
Multiplicity ... 1
Net charge ... 0
Kohn-Sham gap ... 9.36 eV

Each line ends with the natural charge from an NBO analysis.
Cartesian coordinates (Å):
H (2.57263, -0.37190, -1.39373)  0.34
N (1.93265, -0.19279, -0.62081)  -0.59
C (0.73741, -0.40406, -0.97272)  0.08
C (-0.42825, -0.12410, -0.12309)  0.25
O (-1.54630, -0.74143, -0.65613)  -0.68
C (0.11950, 0.23477, 1.58947)  -0.14
C (-0.58047, 0.96280, 0.79004)  -0.31
H (0.48451, -0.79877, -1.94990)  0.17
H (-2.31427, -0.46058, -0.14134)  0.48
H (0.18588, 0.07639, 2.62811)  0.21
H (-1.16330, 1.81966, 0.85011)  0.20

=====

Density functional theory data (ωB97M-V with the def2-TZVPD basis set) for a structure of composition C44H45FInN11O6S2 in a non-equilibrium geometry.

Output
E_HOMO (alpha / beta) ... -5.96 / -8.61 eV
E_LUMO (alpha / beta) ... -0.0948 / -0.0961 Ha
⟨S²⟩ ... 0.78
Molecular weight ... 1021.87 g mol⁻¹
ΔE to the lowest compared entry with this formula, charge and spin ... 0.0 kcal per mole
Multiplicity ... 2
Net charge ... +1
Kohn-Sham gap (alpha / beta) ... 3.38 / 6.00 eV

Each line ends with the Löwdin charge.
Cartesian coordinates (Å):
In (1.24208, 0.87905, -0.39520)  0.71
C (3.99321, -1.01832, -0.15872)  -0.12
N (2.84036, -0.78283, 0.70223)  -0.08
C (3.20076, -0.83888, 2.10051)  -0.13
C (1.94604, -0.65560, 2.95858)  -0.26
N (0.80184, -0.27324, 2.46655)  0.17
C (-0.06604, -0.20041, 3.58517)  -0.18
C (-1.46434, -0.02871, 3.63851)  0.02
C (-2.02582, 0.15989, 4.92115)  -0.08
C (-1.30575, -0.05910, 6.09629)  -0.11
C (0.02921, -0.41236, 6.03869)  -0.05
C (0.63878, -0.44662, 4.79623)  -0.19
N (1.97145, -0.64467, 4.39819)  0.15
C (4.85327, 0.21666, -0.16987)  -0.35
N (5.09157, 0.88556, -1.25081)  0.16
C (5.83301, 1.96319, -0.88671)  -0.22
C (6.48227, 2.94995, -1.65672)  -0.02
C (7.22421, 3.88756, -0.96383)  -0.12
C (7.34735, 3.89853, 0.42450)  -0.09
C (6.89044, 2.84056, 1.24445)  -0.01
C (6.03184, 1.97887, 0.58020)  -0.17
N (5.41480, 0.79351, 0.92344)  0.14
H (3.74427, -1.10994, -1.20635)  0.12
H (4.63688, -1.89550, 0.04177)  0.14
H (2.09637, -1.46816, 0.51448)  0.11
H (3.78120, 0.09653, 2.36888)  0.12
H (3.71334, -1.74362, 2.39369)  0.13
H (-2.06041, 0.11849, 2.76705)  0.09
H (-3.08268, 0.49932, 4.99701)  0.11
H (-1.66885, 0.12842, 7.10506)  0.11
H (0.57977, -0.67106, 6.97080)  0.12
H (2.75696, -0.94872, 4.95936)  0.15
H (6.28964, 3.01943, -2.75812)  0.12
H (7.74497, 4.66985, -1.48123)  0.09
H (7.80671, 4.82051, 0.83537)  0.11
H (7.10954, 2.78355, 2.29884)  0.10
H (5.38856, 0.35550, 1.84081)  0.14
C (-5.12434, -2.30333, -3.10388)  -0.06
C (-5.12748, -2.02129, -1.55387)  -0.19
N (-3.81422, -1.86146, -1.01515)  -0.07
C (-3.48445, -0.67595, -0.44074)  0.01
C (-2.18420, -0.28462, -0.19041)  -0.03
C (-1.94624, 1.15314, 0.25369)  -0.59
O (-2.91924, 1.81185, 0.58372)  0.03
O (-0.73261, 1.65055, 0.13315)  -0.16
C (-1.10794, -1.26503, -0.42828)  -0.28
O (0.19536, -1.09540, -0.43354)  -0.23
C (-1.48824, -2.57539, -0.81483)  -0.08
C (-0.46232, -3.55840, -1.11956)  0.05
C (-0.89816, -4.82713, -1.32203)  -0.22
F (0.00430, -5.83749, -1.56535)  0.02
C (-2.27962, -5.20028, -1.29254)  -0.23
C (-3.24334, -4.18779, -1.28447)  0.02
C (-2.85229, -2.86114, -1.10034)  -0.14
N (-2.57435, -6.53921, -1.33210)  -0.13
C (-3.82476, -7.02778, -1.87500)  -0.14
C (-3.54536, -8.45157, -2.37322)  -0.05
N (-2.85949, -9.31335, -1.24664)  0.07
C (-1.63177, -8.66087, -0.75673)  -0.14
C (-1.96044, -7.30441, -0.23445)  -0.13
H (-6.13459, -2.25125, -3.51209)  0.07
H (-4.85149, -3.32913, -3.30168)  0.04
H (-4.47925, -1.65072, -3.63458)  0.07
H (-5.63893, -2.84377, -0.98202)  0.13
H (-5.65544, -1.04188, -1.53684)  0.12
H (-4.33447, 0.01438, -0.21747)  0.15
H (0.61824, -3.25309, -1.27966)  0.14
H (-4.31091, -4.44763, -1.28270)  0.10
H (-4.16189, -6.47949, -2.75565)  0.14
H (-4.62476, -7.00862, -1.10578)  0.13
H (-2.89028, -8.41142, -3.23958)  0.14
H (-4.45976, -8.92638, -2.67425)  0.12
H (-2.65665, -10.21685, -1.64013)  0.17
H (-3.52156, -9.49442, -0.47953)  0.18
H (-0.92809, -8.67648, -1.62872)  0.16
H (-1.10553, -9.23978, -0.01266)  0.13
H (-1.01042, -6.74329, 0.02918)  0.15
H (-2.65747, -7.35762, 0.65167)  0.15
S (0.69880, -0.08638, -3.48649)  0.83
C (1.16959, 1.11579, -2.60258)  -0.83
C (-0.50053, 6.66937, -4.30848)  0.01
N (-0.14982, 5.33802, -3.80544)  -0.06
C (1.23679, 4.73240, -3.61841)  0.05
C (0.75446, 3.35422, -3.12186)  -0.27
O (1.68433, 2.36939, -3.09013)  -0.06
N (-0.52595, 3.25617, -2.84635)  0.25
C (-1.02368, 4.39877, -3.42263)  -0.35
N (-2.34583, 4.51773, -3.55361)  0.24
H (0.19090, 7.40561, -3.84350)  0.11
H (-1.49824, 6.88523, -3.91503)  0.10
H (-0.44394, 6.60732, -5.37377)  0.09
H (1.84841, 5.37710, -2.91042)  0.17
H (1.84595, 4.61827, -4.53385)  0.15
H (-2.84766, 3.73213, -3.18215)  0.13
H (-2.71575, 5.02851, -4.30973)  0.11
O (-0.42579, 8.04372, 4.52798)  0.08
C (-1.08834, 6.93227, 4.07160)  -0.46
O (-2.17998, 6.66495, 4.52310)  0.10
C (-0.26784, 6.02155, 3.18590)  -0.14
C (0.70993, 6.40026, 2.23251)  -0.08
C (1.51667, 5.49505, 1.61416)  -0.11
C (1.31397, 4.04752, 1.67738)  -0.70
S (2.31217, 2.90487, 0.94584)  0.63
C (0.19322, 3.70996, 2.50573)  -0.08
C (-0.60072, 4.64528, 3.21577)  0.01
H (0.45334, 8.24390, 4.13343)  0.12
H (0.84488, 7.45894, 1.99735)  0.11
H (2.26727, 5.88616, 0.93372)  0.09
H (-0.14938, 2.69299, 2.53410)  0.08
H (-1.41957, 4.37952, 3.90068)  0.13